(1)
{
  "formula": "C39H43Cl3GeN3O6RuS",
  "method": "ωB97M-V/def2-TZVPD",
  "symbols": ["Ru", "Ge", "Cl", "Cl", "Cl", "S", "O", "O", "O", "O", "O", "O", "N", "N", "N", "C", "C", "C", "C", "C", "C", "C", "C", "C", "C", "C", "C", "C", "C", "C", "C", "C", "C", "C", "C", "C", "C", "C", "C", "C", "C", "C", "C", "C", "C", "C", "C", "C", "C", "C", "C", "C", "C", "C", "H", "H", "H", "H", "H", "H", "H", "H", "H", "H", "H", "H", "H", "H", "H", "H", "H", "H", "H", "H", "H", "H", "H", "H", "H", "H", "H", "H", "H", "H", "H", "H", "H", "H", "H", "H", "H", "H", "H", "H", "H", "H", "H"],
  "coordinates": [[-0.734, 0.411, -0.595], [-2.373, 3.233, 0.967], [4.948, -6.500, 1.528], [7.101, -3.588, -2.983], [6.631, -2.592, 2.248], [2.412, -7.335, 0.258], [3.860, -3.840, 2.917], [-0.666, -1.730, -0.795], [-4.321, 0.640, -2.836], [0.707, -3.200, -1.786], [-2.581, 1.243, -1.546], [0.108, 2.243, -1.970], [1.550, 0.222, -0.169], [-0.888, -0.204, -2.945], [2.858, -0.655, 1.367], [3.240, -6.397, 1.425], [3.381, -1.590, 2.365], [3.917, -3.449, -0.586], [-0.553, 0.885, -3.867], [6.074, -3.417, -1.591], [-3.932, 0.553, 1.823], [-1.650, 1.438, 1.234], [5.834, -2.983, 0.746], [4.708, -3.582, -1.717], [-5.011, 4.257, 1.259], [0.271, 4.224, 0.251], [-4.180, 3.592, 0.351], [-1.477, 5.012, -1.191], [-4.678, 3.305, -0.921], [2.399, -5.650, 2.192], [1.203, 4.958, -0.474], [0.036, -2.183, -1.801], [3.253, 0.656, 1.211], [0.038, -1.330, -3.057], [-6.788, 4.330, -0.360], [-2.205, 0.898, 3.614], [1.823, -0.868, 0.539], [-2.302, -0.580, -3.067], [0.795, 5.713, -1.568], [6.647, -3.121, -0.367], [4.453, -3.145, 0.661], [-3.171, 0.517, -2.460], [3.496, -3.016, 1.824], [-0.546, 5.741, -1.925], [-5.972, 3.672, -1.273], [-6.306, 4.622, 0.909], [-1.960, -0.961, 1.986], [-2.435, 0.486, 2.151], [2.441, 1.187, 0.261], [-1.081, 4.235, -0.102], [1.037, -5.864, 1.809], [0.899, -6.745, 0.783], [2.801, -4.710, 3.295], [0.502, 1.784, -3.270], [0.203, -5.350, 2.273], [-2.367, 3.890, 2.379], [-0.869, 6.340, -2.767], [4.368, -1.249, 2.663], [-0.879, -1.044, 2.141], [0.607, 3.644, 1.106], [-0.010, -7.058, 0.291], [-0.208, 0.496, -4.833], [7.717, -2.998, -0.274], [3.144, -5.250, 4.176], [1.446, 1.261, -3.125], [2.247, 4.948, -0.182], [1.520, 6.286, -2.134], [-6.936, 5.136, 1.627], [-0.756, 2.680, -2.033], [0.683, 2.635, -3.927], [1.302, -1.808, 0.435], [-0.573, 1.475, 1.507], [2.523, -3.341, 1.447], [-4.106, 0.443, 0.748], [-4.364, 1.508, 2.134], [-1.143, 0.834, 3.875], [-1.455, 1.469, -4.055], [-4.077, 2.751, -1.629], [-4.645, 4.495, 2.252], [-6.347, 3.420, -2.257], [1.056, -0.950, -3.151], [1.920, -4.124, 3.583], [-2.200, -1.359, 1.000], [2.847, -3.607, -0.691], [-2.534, 1.924, 3.793], [2.740, -1.585, 3.246], [-2.478, -1.497, -2.507], [-2.449, -1.615, 2.716], [4.263, -3.819, -2.674], [-2.599, -0.742, -4.106], [-4.474, -0.241, 2.346], [-7.801, 4.603, -0.633], [-0.163, -1.960, -3.929], [4.083, 1.069, 1.760], [-2.525, 5.050, -1.472], [2.439, 2.180, -0.157], [-2.762, 0.238, 4.287]],
  "forces_ev_per_a": [[-0.361, 0.379, 0.051], [0.183, 0.032, 0.243], [0.020, 0.022, 0.046], [-0.044, 0.011, 0.054], [-0.119, -0.055, -0.050], [0.013, -0.071, -0.122], [-0.066, -0.035, 0.027], [0.377, -0.033, -0.307], [0.067, 0.045, 0.002], [-0.015, 0.017, 0.139], [-0.165, -0.348, -0.397], [0.133, -0.335, -0.191], [-0.026, -0.095, 0.380], [0.021, -0.225, -0.225], [0.011, 0.008, 0.267], [0.058, -0.077, -0.013], [0.072, 0.065, -0.178], [-0.016, -0.091, -0.137], [0.012, -0.109, 0.042], [0.053, -0.007, -0.029], [0.032, -0.007, 0.037], [0.018, -0.697, -0.543], [0.025, 0.065, -0.022], [-0.086, -0.017, 0.016], [-0.064, 0.016, -0.151], [-0.003, 0.187, -0.094], [-0.200, 0.053, 0.026], [0.020, -0.065, -0.042], [-0.046, 0.005, -0.020], [-0.249, -0.045, 0.121], [-0.075, -0.038, 0.063], [-0.154, -0.145, 0.473], [0.123, -0.173, -0.061], [-0.190, 0.230, -0.038], [0.024, -0.038, -0.027], [-0.064, -0.033, 0.022], [0.225, 0.167, -0.225], [0.289, 0.014, -0.079], [0.018, -0.033, 0.035], [0.084, 0.002, 0.025], [-0.043, -0.007, 0.022], [-0.004, 0.336, 0.352], [0.071, 0.069, 0.019], [0.028, -0.034, 0.015], [-0.031, 0.020, 0.125], [0.062, -0.016, 0.000], [-0.034, -0.028, 0.071], [0.079, 0.130, 0.028], [-0.155, -0.014, -0.236], [0.099, 0.105, 0.040], [0.018, 0.083, -0.043], [-0.074, 0.045, 0.026], [0.038, -0.030, -0.094], [-0.020, 0.120, 0.206], [0.079, -0.056, -0.032], [0.029, 0.010, -0.074], [-0.007, -0.007, 0.002], [-0.003, 0.082, 0.017], [0.025, -0.003, -0.023], [-0.029, 0.014, -0.028], [0.081, 0.035, 0.048], [-0.034, -0.002, -0.035], [-0.026, 0.002, -0.008], [0.113, 0.005, 0.000], [0.040, -0.029, 0.048], [-0.026, 0.009, -0.015], [-0.017, -0.015, 0.019], [0.017, -0.028, -0.021], [0.021, 0.181, -0.011], [0.038, 0.098, -0.019], [-0.017, 0.061, 0.059], [-0.075, 0.156, 0.277], [-0.038, 0.099, -0.024], [0.021, 0.000, 0.066], [0.007, -0.074, -0.038], [-0.055, -0.009, -0.017], [-0.044, 0.028, 0.009], [-0.099, 0.144, 0.105], [-0.004, 0.004, -0.005], [0.026, 0.000, 0.016], [0.000, 0.022, -0.061], [-0.019, -0.013, 0.068], [0.020, 0.006, -0.059], [-0.009, 0.047, 0.026], [0.011, -0.025, 0.006], [-0.076, -0.043, 0.018], [0.011, -0.066, 0.020], [0.031, 0.071, 0.008], [0.030, 0.003, 0.036], [-0.007, -0.015, -0.039], [0.030, 0.031, 0.000], [0.059, 0.002, 0.009], [-0.021, -0.029, -0.014], [-0.056, -0.026, 0.003], [0.028, 0.000, 0.022], [-0.051, -0.033, 0.015], [0.027, 0.042, -0.021]],
  "lowdin_charge": [1.518, 0.955, 0.702, 0.674, 0.737, 1.009, -0.131, -0.200, 0.060, 0.046, -0.208, -0.154, -0.023, -0.234, -0.040, -0.970, -0.048, -0.013, -0.155, -0.658, -0.061, -0.347, -0.572, -0.079, -0.139, -0.138, -0.318, -0.107, -0.103, -0.331, -0.097, -0.636, -0.032, -0.097, -0.093, -0.071, -0.144, -0.092, -0.091, -0.131, -0.191, -0.630, -0.307, -0.085, -0.072, -0.095, -0.090, -0.694, -0.118, -0.325, -0.141, -0.401, -0.145, -0.191, 0.116, 0.013, 0.103, 0.099, 0.070, 0.094, 0.072, 0.137, 0.105, 0.138, 0.115, 0.101, 0.101, 0.098, 0.068, 0.128, 0.120, 0.036, 0.131, 0.087, 0.069, 0.082, 0.135, 0.066, 0.080, 0.105, 0.128, 0.129, 0.058, 0.103, 0.061, 0.141, 0.131, 0.089, 0.114, 0.137, 0.089, 0.099, 0.140, 0.126, 0.099, 0.096, 0.085],
  "multiplicity": 6,
  "s2": 8.76,
  "gap_ev": [7.6, 7.6],
  "e_tot_ev": -165394.8148,
  "e_above_lowest_kj_mol": 69.8
}


(2)
{
  "formula": "C12H25O12Sr",
  "method": "ωB97M-V/def2-TZVPD",
  "symbols": ["Sr", "O", "O", "O", "O", "O", "O", "O", "O", "O", "O", "O", "O", "C", "C", "C", "C", "C", "C", "C", "C", "C", "C", "C", "C", "H", "H", "H", "H", "H", "H", "H", "H", "H", "H", "H", "H", "H", "H", "H", "H", "H", "H", "H", "H", "H", "H", "H", "H", "H"],
  "coordinates": [[-40.008, 6.516, -20.805], [-40.244, 4.059, -20.174], [-37.374, 5.891, -21.513], [-39.902, 2.165, -18.974], [-43.580, 7.446, -17.842], [-39.618, 9.063, -20.627], [-42.082, 6.666, -19.254], [-40.478, 10.196, -22.219], [-39.352, 8.252, -22.681], [-42.568, 8.867, -19.305], [-41.425, 6.326, -22.993], [-38.825, 6.857, -18.602], [-40.962, 3.903, -18.073], [-42.777, 7.701, -18.822], [-39.666, 9.245, -21.919], [-36.770, 6.346, -17.601], [-42.411, 5.435, -23.505], [-37.058, 4.509, -21.686], [-41.722, 4.375, -24.398], [-35.536, 4.421, -21.682], [-43.041, 4.783, -22.254], [-38.931, 6.256, -16.252], [-37.669, 4.092, -23.005], [-40.432, 3.429, -19.084], [-38.264, 5.983, -17.616], [-42.470, 3.930, -21.897], [-36.442, 6.727, -16.626], [-37.511, 3.859, -20.937], [-41.674, 7.215, -23.272], [-35.220, 3.380, -21.562], [-44.056, 4.506, -22.584], [-38.490, 4.954, -17.891], [-38.447, 5.729, -15.425], [-37.710, 3.005, -23.106], [-38.868, 7.329, -16.073], [-37.150, 6.360, -22.327], [-37.173, 4.471, -23.906], [-42.452, 3.568, -24.495], [-36.199, 5.420, -17.727], [-36.438, 7.105, -18.307], [-40.308, 1.881, -18.144], [-41.551, 4.907, -25.340], [-38.658, 4.548, -23.068], [-40.747, 3.988, -24.112], [-35.220, 4.758, -22.672], [-43.297, 5.530, -21.500], [-35.111, 5.017, -20.877], [-39.932, 5.835, -16.362], [-43.141, 6.080, -24.001], [-38.355, 7.693, -18.537]],
  "forces_ev_per_a": [[-1.622, 1.778, 1.035], [0.654, -1.545, 0.011], [-0.274, -0.390, 0.870], [0.075, -1.254, -0.344], [-0.629, 0.463, 0.103], [2.651, -1.085, 0.498], [0.856, -0.359, -1.516], [1.693, 0.320, -2.356], [1.278, -0.711, -1.400], [-0.657, -0.609, 0.156], [0.162, 0.176, -0.899], [-0.093, -0.852, 0.437], [0.194, -1.194, 0.176], [0.488, 0.186, 0.662], [-4.697, 0.614, 2.809], [0.813, -1.176, 1.069], [1.133, -0.576, 2.468], [0.527, 0.684, -0.985], [-1.142, 1.241, -0.740], [-0.290, -0.881, -0.177], [-1.606, 0.528, -1.395], [0.147, -0.686, -0.813], [-0.290, -0.321, -0.619], [-0.383, 3.443, -0.062], [0.206, 1.742, 0.318], [0.011, 0.162, 0.286], [-0.253, -0.006, 0.143], [-0.162, 0.710, 0.485], [0.758, 0.357, 0.393], [0.147, 0.002, -0.044], [0.092, -0.812, 0.078], [0.206, 0.061, -0.330], [0.250, -0.078, -0.093], [-0.251, 0.009, 0.017], [-0.468, 0.011, 0.124], [-0.351, 0.270, 0.045], [0.476, 0.145, 0.245], [0.247, -0.194, -0.412], [0.317, 0.193, -0.308], [-0.298, -0.275, -0.441], [0.223, 0.024, 0.046], [-0.047, -0.496, -0.352], [-0.229, -0.479, 0.167], [-0.187, 0.163, 0.782], [0.424, 0.201, 0.179], [0.860, -0.022, 0.379], [-0.008, 0.077, -0.071], [-0.309, 0.663, 0.230], [-0.146, -0.609, -0.483], [-0.501, 0.386, -0.371]],
  "lowdin_charge": [1.515, -0.172, -0.106, 0.012, -0.268, -0.258, -0.305, -0.186, -0.277, -0.179, -0.157, -0.158, 0.004, -1.001, -0.996, -0.060, -0.451, -0.478, -0.054, -0.064, -0.046, -0.042, -0.060, -0.821, -0.434, 0.074, 0.059, 0.137, 0.104, 0.069, 0.063, 0.125, 0.061, 0.082, 0.083, 0.096, 0.078, 0.064, 0.063, 0.076, 0.078, 0.065, 0.073, 0.060, 0.069, 0.086, 0.073, 0.086, 0.136, 0.084],
  "total_charge": -3,
  "gap_ev": 1.7,
  "e_tot_ev": -38253.5576,
  "e_above_lowest_kj_mol": 0.0
}